DFT (ωB97M-V/def2-TZVPD) results for one molecule with the formula C3H4N4O at a distorted geometry.

Geometry (Å):
C (-0.56107, 0.18060, 2.64505)
C (0.02911, -0.06795, 1.41422)
O (-1.09189, 0.00831, 0.39256)
C (-0.54246, -0.03272, -0.80705)
N (-1.13127, -0.12929, -1.97058)
N (-0.09418, -0.15426, -2.89951)
N (0.97470, -0.20618, -2.26659)
N (0.89829, -0.31007, -0.91958)
H (-1.59129, 0.88322, 2.64503)
H (0.14318, -0.01352, 3.56752)
H (0.96806, -0.23387, 0.73657)
H (1.99882, 0.07572, -2.53763)

Cartesian forces (eV/Å) of the 6 atoms listed first:
1.91 1.12 -0.98
-3.51 0.77 0.80
1.71 0.40 0.00
3.97 -2.73 0.42
1.16 0.75 -1.66
-2.99 0.58 -0.55

Relative energy (zero: lowest compared OMol25 entry of this formula, charge and spin): 5.579 eV
Orbital gap: 9.923 eV
Structure (SMILES): C=COc1nn[nH]n1
E_tot: -410.7983 Ha